(1)
C25H47Br2NO3PmSi2 | the ωB97M-V functional and the def2-TZVPD basis

Last column: Mulliken charge in e.
CARTESIAN COORDINATES (ANGSTROEM)
O -3.2999 -1.1427 -2.7520  -0.11
O -4.3530 -2.7302 -1.1606  0.52
C -3.3777 0.1088 -3.4598  -0.49
C -2.1375 0.9929 -3.2677  -1.01
H -4.3078 0.6030 -3.0565  0.36
H -3.5292 -0.0917 -4.5687  0.33
H -1.7058 0.9775 -2.2552  0.05
H -2.4058 2.0415 -3.4573  0.43
H -1.3424 0.7456 -4.0120  0.27
C -2.1085 -1.9043 -3.0624  0.35
C -2.1973 -2.5533 -4.4179  -1.55
H -2.0215 -2.6694 -2.2681  -0.09
H -1.2513 -1.2072 -3.0135  0.31
H -3.0842 -3.1872 -4.5181  0.30
H -1.2949 -3.1506 -4.5762  0.45
H -2.2663 -1.7945 -5.2016  0.34
C -4.3005 -4.0995 -0.6167  -0.20
C -5.6529 -2.4143 -1.7671  -0.11
C -3.1679 -4.8793 -1.2273  -1.22
H -5.2599 -4.5954 -0.8456  0.54
H -4.2070 -4.0179 0.4746  0.08
H -3.2567 -4.9260 -2.3159  0.27
H -3.1912 -5.9111 -0.8514  0.46
H -2.1877 -4.4656 -0.9783  0.25
C -5.8071 -3.1295 -3.0746  -1.04
H -5.6832 -1.3364 -1.8765  0.01
H -6.4413 -2.7213 -1.0652  0.54
H -5.1041 -2.7290 -3.8303  0.06
H -6.8298 -2.9692 -3.4489  0.47
H -5.6692 -4.2196 -2.9825  0.30
H -3.6081 -1.9432 -0.8284  -0.82
Pm -1.1939 0.4120 1.5240  0.27
C -2.6956 -1.0865 0.1862  -0.03
Si -4.0196 -0.4819 1.3606  0.46
H -2.0121 -1.8799 0.5314  1.01
H -2.2797 -0.4201 -0.6063  -0.48
C -4.8896 0.8714 0.4036  -0.67
C -3.4143 0.2178 3.0356  -1.40
C -5.0922 -1.8860 1.9649  -1.06
C -1.7023 2.8359 1.1318  -0.68
Si -0.7206 3.7550 2.3924  0.25
H -2.7702 3.1093 1.0797  0.34
H -1.3034 2.9625 0.1043  0.32
C -1.7561 4.0641 3.9339  -1.05
C -0.1199 5.4326 1.7863  -1.08
C 0.8162 2.7654 2.8805  -0.81
H -5.5337 -1.5022 2.9102  0.39
H -4.4714 -2.7734 2.2054  0.32
H -5.9228 -2.1786 1.2888  0.22
H -4.2710 1.7853 0.3664  0.09
H -5.8110 1.1098 0.9430  0.46
H -5.1542 0.5581 -0.6167  0.17
H -3.2356 1.3160 3.0405  0.20
H -2.5948 -0.3700 3.5296  0.49
H -4.3025 0.0238 3.6940  0.46
H -0.9865 6.0122 1.4216  0.31
H 0.6100 5.3280 0.9612  0.28
H 0.3493 6.0029 2.6071  0.32
H 1.4608 2.5416 2.0160  0.13
H 0.5970 1.8397 3.4441  0.22
H 1.3970 3.4234 3.5486  0.45
H -1.4517 4.9937 4.4410  0.32
H -1.6694 3.2335 4.6474  0.28
H -2.8103 4.1770 3.6439  0.33
Br 1.4704 2.7063 -2.0799  -0.13
C 2.1923 1.2935 -0.9982  -0.31
C 3.5618 1.1076 -0.7909  -0.22
C 4.0578 0.2077 0.1637  -0.31
Br 5.9520 -0.0278 0.3342  -0.20
C 3.1772 -0.4828 1.0542  0.65
C 3.5700 -1.1991 2.2123  -0.52
C 2.6360 -1.5848 3.1575  -1.02
C 1.2894 -1.2574 2.9667  -0.03
N 0.8747 -0.6960 1.8009  -0.02
C 1.7764 -0.3261 0.8332  0.43
C 1.2737 0.5180 -0.2427  0.17
O -0.0239 0.6967 -0.3556  -0.01
H 4.2234 1.7193 -1.3895  0.46
H 4.6282 -1.4026 2.3523  0.36
H 2.9053 -2.1098 4.0733  0.40
H 0.4861 -1.4174 3.7008  0.44

Summary:
HOMO (spin up / spin down) = -10.15 / -10.11 eV
⟨S²⟩ = 6.008
multiplicity = 5
ΔE to the lowest compared entry with this formula, charge and spin = 0.00 kcal per mole
net charge = +1
E_tot = -206708.7985 eV

=====

(2)
C15H16CoN4O6S2Se | the ωB97M-V functional and the def2-TZVPD basis

Last column: Mulliken charge in e.
CARTESIAN COORDINATES (ANGSTROEM)
Co 0.7108 -0.7842 0.8298  0.56
N 2.2237 -0.1611 2.1466  -0.40
C 1.7721 0.5405 3.3556  -0.64
C 0.6980 -0.2490 4.0836  -0.49
C -0.6565 -0.2219 3.3881  0.47
O -1.6816 -0.2342 4.0395  -0.70
O -0.6404 -0.2391 2.0795  -0.49
H 2.7539 -0.9984 2.3681  0.32
H 2.8337 0.4075 1.5682  0.33
H 1.3811 1.5106 3.0442  0.29
H 2.6173 0.7198 4.0267  0.42
H 0.5525 0.1489 5.0868  0.33
H 1.0044 -1.2949 4.1871  0.20
O -1.4577 1.7201 -3.5135  -0.71
C -0.3854 2.4631 -3.1981  0.39
C -0.0656 3.5273 -4.0435  -0.66
C 1.0157 4.3409 -3.7705  -0.30
C 1.8062 4.1137 -2.6476  -0.77
C 1.4939 3.0609 -1.8090  -0.57
C 0.4077 2.2238 -2.0613  0.13
C 0.1483 1.0995 -1.1295  0.99
O 0.9057 0.9700 -0.1036  -0.65
N -0.8353 0.2843 -1.4360  -0.95
N -0.9438 -0.7557 -0.5300  0.45
C -2.0498 -1.3838 -0.5249  0.27
S -3.3560 -0.9943 -1.6359  -0.15
C -4.5451 -2.1126 -0.8477  -0.53
C -3.7773 -3.3048 -0.3109  -0.61
S -2.3639 -2.6660 0.6223  -0.03
H -1.5526 1.0366 -2.7999  0.71
H -0.6916 3.6916 -4.9110  0.40
H 1.2463 5.1615 -4.4395  0.36
H 2.6565 4.7482 -2.4354  0.40
H 2.0918 2.8507 -0.9329  0.40
H -5.2748 -2.4047 -1.6030  0.37
H -5.0510 -1.5838 -0.0405  0.31
H -3.4312 -3.9460 -1.1217  0.31
H -4.3828 -3.8934 0.3780  0.37
Se 1.0663 -5.0886 3.3640  -0.29
C 0.8941 -3.6097 2.3748  0.25
N 0.7777 -2.6376 1.7464  -0.48
O 1.7715 -1.5602 -0.5936  -0.31
C 3.0543 -1.5111 -0.6988  -0.07
O 3.8407 -0.9625 0.0579  -0.60
H 3.4180 -2.0220 -1.6092  0.39

Summary:
HOMO (spin up / spin down) = -5.08 / -5.03 eV
⟨S²⟩ = 6.009
multiplicity = 5
ΔE to the lowest compared entry with this formula, charge and spin = 0.00 kcal per mole
net charge = -1
E_tot = -158707.9223 eV

=====

(3)
C7H10 | the ωB97M-V functional and the def2-TZVPD basis

Last column: Mulliken charge in e.
CARTESIAN COORDINATES (ANGSTROEM)
C 1.5136 -1.6473 -0.9959  -0.73
C 1.5507 -0.3224 -1.0830  -0.04
C 0.3577 0.5288 -1.4368  -0.47
C -0.2534 1.0830 -0.1994  0.15
C -0.9752 1.9111 0.4858  -0.65
C -0.4822 0.7007 1.2291  -0.04
C -1.3785 -0.4789 1.5672  -1.20
H 2.3749 -2.2232 -0.6694  0.26
H 0.6088 -2.2060 -1.2302  0.24
H 2.4617 0.2120 -0.8171  0.30
H -0.3972 -0.0926 -1.9374  0.27
H 0.6201 1.3333 -2.1340  0.27
H -1.5714 2.8095 0.5389  0.38
H 0.3467 0.8328 1.9349  0.31
H -0.7735 -1.3627 1.8036  0.32
H -2.0270 -0.2797 2.4284  0.33
H -2.0181 -0.7308 0.7127  0.30

Summary:
HOMO = -9.06 eV
SMILES string = C=CCC1=C[C@H]1C
ΔE to the lowest compared entry with this formula, charge and spin = 69.85 kcal per mole
net charge = 0
E_tot = -7418.0059 eV

=====

(4)
C21H27NO5S | the ωB97M-V functional and the def2-TZVPD basis

Last column: Mulliken charge in e.
CARTESIAN COORDINATES (ANGSTROEM)
C -5.9919 3.3844 4.3456  -1.09
C -6.0995 2.9742 2.8835  -0.28
O -4.9837 3.4471 2.1390  -0.31
C -3.8637 2.7207 2.1814  0.35
O -3.7997 1.6288 2.7075  -0.65
C -2.7566 3.3942 1.4653  0.18
C -1.7855 2.6665 0.8310  -0.44
C -1.7119 1.2658 0.7659  -0.54
C -0.6940 0.6056 0.1379  1.09
S 0.6376 1.4354 -0.6622  -0.45
C 1.3816 -0.0985 -1.0551  -0.07
C 2.5691 -0.3082 -1.7277  -0.43
C 3.0206 -1.6041 -1.9481  1.23
O 4.1767 -1.8801 -2.6246  -0.33
C 4.9644 -0.8123 -3.1130  -0.40
C 6.1726 -1.4203 -3.8081  -1.42
C 2.2581 -2.6906 -1.4592  -0.17
O 2.5468 -4.0110 -1.5767  -0.48
C 3.7895 -4.4791 -2.0766  -0.11
C 3.7887 -5.9918 -1.9159  -1.45
C 1.0629 -2.4507 -0.7855  -0.81
C 0.6063 -1.1582 -0.5863  0.13
N -0.5520 -0.7494 0.0388  0.18
C -1.5026 -1.6758 0.6119  -1.08
C -1.2085 -1.9469 2.0842  -0.98
C -2.7166 4.8625 1.5280  0.70
C -1.8466 5.5669 0.5029  -1.47
O -3.3183 5.5020 2.3666  -0.59
H -5.1468 2.8809 4.8087  0.30
H -6.9016 3.1139 4.8747  0.40
H -5.8377 4.4584 4.4123  0.27
H -6.1548 1.8828 2.7946  0.32
H -6.9712 3.4315 2.4101  0.33
H -0.9850 3.2011 0.3340  0.27
H -2.4786 0.7022 1.2695  0.39
H 3.1273 0.5437 -2.0760  0.44
H 4.3834 -0.2076 -3.8228  0.39
H 5.2881 -0.1702 -2.2823  0.38
H 6.7426 -2.0226 -3.1060  0.32
H 5.8498 -2.0562 -4.6278  0.32
H 6.8079 -0.6307 -4.1985  0.43
H 3.9012 -4.2087 -3.1318  0.26
H 4.6162 -4.0363 -1.5109  0.33
H 3.6801 -6.2564 -0.8676  0.34
H 4.7210 -6.4019 -2.2928  0.42
H 2.9592 -6.4237 -2.4689  0.33
H 0.5234 -3.3121 -0.4295  0.42
H -2.5061 -1.2602 0.4980  0.51
H -1.4519 -2.6016 0.0353  0.41
H -0.2004 -2.3377 2.2031  0.33
H -1.9152 -2.6741 2.4732  0.36
H -1.3006 -1.0310 2.6622  0.32
H -2.0673 6.6308 0.5350  0.36
H -2.0302 5.1829 -0.4967  0.40
H -0.7964 5.4256 0.7502  0.34

Summary:
HOMO = -7.03 eV
SMILES string = CCOC(=O)/C(=C\C=C1/Sc2cc(OCC)c(OCC)cc2N1CC)C(C)=O
ΔE to the lowest compared entry with this formula, charge and spin = 24.83 kcal per mole
net charge = 0
E_tot = -44777.3569 eV

=====

(5)
C18H23FN3 | the ωB97M-V functional and the def2-TZVPD basis

Last column: Mulliken charge in e.
CARTESIAN COORDINATES (ANGSTROEM)
F -4.9696 -1.6449 1.3031  -0.31
C -4.1391 -1.0521 0.3773  0.13
C -3.9462 -1.6768 -0.8511  -0.51
C -3.1108 -1.0518 -1.7896  -0.53
C -2.5247 0.1736 -1.4983  -0.57
C -2.7319 0.8237 -0.2540  0.89
C -2.1851 2.1110 0.0747  -0.28
C -1.6573 2.3983 1.3746  0.70
C -1.4280 3.7478 1.7980  -0.41
C -1.1697 4.0448 3.1307  -0.69
C -0.9719 3.0178 4.0658  -0.27
C -1.0446 1.6826 3.6513  -0.79
C -1.3817 1.3682 2.3394  -0.18
C -3.5500 0.1526 0.7065  -0.86
H -4.4316 -2.6261 -1.0583  0.47
H -2.9148 -1.5281 -2.7530  0.44
H -1.8536 0.6477 -2.2162  0.57
H -2.3709 2.9500 -0.6091  0.24
H -1.5068 4.5411 1.0538  0.43
H -1.1125 5.0831 3.4531  0.39
H -0.7569 3.2448 5.1081  0.40
H -0.8466 0.8749 4.3607  0.39
H -1.4748 0.3169 2.0501  0.59
H -3.7151 0.5986 1.6892  0.70
C -3.6947 2.9221 -5.3150  -1.20
N -3.3075 3.0048 -3.9224  0.11
C -4.3071 2.5867 -2.9759  -1.06
C -2.0232 3.1704 -3.5070  0.56
N -1.6475 2.8691 -2.2843  -0.57
N -1.1426 3.6725 -4.4588  0.07
C -1.5714 4.7975 -5.2877  -1.14
C 0.2637 3.7332 -4.0825  -1.38
H -2.8552 2.6654 -5.9727  0.45
H -4.4565 2.1381 -5.4203  0.41
H -4.1534 3.8616 -5.6677  0.29
H -3.9700 2.8614 -1.9782  0.23
H -5.2520 3.0842 -3.2207  0.46
H -4.4555 1.5004 -3.0188  0.35
H -0.6392 3.0081 -2.1766  0.09
H -2.4265 5.3296 -4.8428  0.36
H -0.7274 5.4959 -5.3735  0.43
H -1.8439 4.4656 -6.3009  0.29
H 0.5514 2.7576 -3.6776  0.45
H 0.8507 3.9680 -4.9800  0.41
H 0.4245 4.5047 -3.3077  0.42

Summary:
HOMO = -11.54 eV
ΔE to the lowest compared entry with this formula, charge and spin = 41.22 kcal per mole
net charge = +1
E_tot = -26218.7123 eV

=====

(6)
C27H50LaP2 | the ωB97M-V functional and the def2-TZVPD basis

Last column: Mulliken charge in e.
CARTESIAN COORDINATES (ANGSTROEM)
La -0.8000 1.9002 -1.5554  -0.04
C 1.0845 0.1014 1.3515  0.55
C -0.3100 0.1810 1.6310  0.48
C 0.0561 -1.7342 0.4176  0.41
C 1.3029 -1.0704 0.5799  0.30
C -0.9426 -0.9551 1.0569  0.62
C 2.1244 1.0488 1.8102  -1.10
H 1.7756 2.0892 1.7187  -0.29
H 3.0395 0.9439 1.2113  0.37
H 2.3918 0.8777 2.8687  0.33
C 2.6029 -1.5057 0.0364  -1.58
H 3.4322 -1.0900 0.6212  0.47
H 2.7314 -1.1592 -1.0014  0.10
H 2.7000 -2.6002 0.0349  0.34
C -0.1799 -2.9990 -0.3078  -1.68
H 0.7160 -3.6321 -0.3006  0.34
H -0.4623 -2.8203 -1.3573  0.19
H -1.0007 -3.5631 0.1544  0.48
C -2.3844 -1.2831 1.1623  -1.17
H -2.6477 -1.6194 2.1823  0.29
H -2.6475 -2.0879 0.4625  0.33
H -3.0161 -0.4080 0.9234  -0.09
C -0.9845 1.2125 2.4572  -0.93
H -1.1815 0.8513 3.4822  0.43
H -1.9574 1.4966 2.0290  0.01
H -0.3773 2.1232 2.5456  0.21
C 0.0814 4.1823 -2.0893  0.39
C 0.0185 5.4641 -1.1757  -0.12
C -1.2835 5.9681 -0.5502  -1.02
C -2.3822 5.0176 -0.0513  -1.33
C -2.1447 3.4709 -0.0679  1.27
C -2.9849 2.8740 -1.2400  -1.31
C -2.6021 3.3949 -2.6694  -0.92
C -1.1733 3.9499 -3.0449  -1.91
H -1.7289 6.6520 -1.2930  0.55
H -3.3036 5.2315 -0.6078  0.45
H -1.0184 6.6357 0.2895  0.29
H -1.3698 4.9683 -3.4137  0.47
H 0.8308 4.3997 -2.8726  0.65
H 0.4726 6.3125 -1.7159  0.56
H -0.8033 3.3995 -3.9387  0.91
H -2.8675 2.6298 -3.4245  0.24
H -3.9867 3.2917 -1.0555  0.95
H -3.3038 4.2211 -2.8569  0.40
H -2.6061 5.2883 0.9914  0.51
H -2.5844 3.0790 0.8580  0.54
P 1.4061 4.8729 -0.1185  0.70
C 3.1526 5.1508 -0.4001  -1.21
C 1.0031 4.6466 1.6071  -1.14
P -4.0439 1.0931 -1.1034  0.89
C 0.8936 3.3751 -1.0389  -1.04
C -5.3746 1.4146 0.1142  -1.36
C -5.0946 1.0546 -2.5992  -1.16
H 3.6689 4.2042 -0.6153  0.38
H 3.6114 5.5813 0.5031  0.41
H 3.3350 5.8376 -1.2391  0.40
H 0.0059 4.2123 1.7625  0.11
H 1.0372 5.6284 2.1068  0.56
H 1.7410 3.9913 2.0975  0.49
H -4.7724 1.7473 -3.3844  0.32
H -6.1359 1.2640 -2.3207  0.37
H -5.0391 0.0243 -2.9800  0.37
H 1.6876 2.6858 -1.4199  0.96
H -1.0389 3.3070 0.0937  -0.68
H -5.5277 0.4655 0.6431  0.38
H -6.2961 1.6863 -0.4137  0.51
H -5.1065 2.1926 0.8356  0.34
C 1.4509 -1.8233 -3.4094  -1.56
C 1.2949 -0.3027 -3.3869  2.19
C 1.8789 0.3634 -4.6420  -1.66
C -0.1717 0.0390 -3.1961  -1.59
H 0.6689 -2.2722 -4.0319  0.36
H 1.3345 -2.2403 -2.4025  0.21
H 2.4267 -2.1381 -3.7933  0.40
H 1.8790 0.0722 -2.5216  -0.59
H 1.2658 0.1290 -5.5212  0.34
H 1.9092 1.4561 -4.5349  0.23
H 2.9032 0.0163 -4.8288  0.44
H -0.6884 0.2593 -4.1547  0.53
H -0.7123 -0.7203 -2.6001  0.17

Summary:
HOMO = -7.77 eV
ΔE to the lowest compared entry with this formula, charge and spin = 155.22 kcal per mole
net charge = +1
E_tot = -48233.3434 eV